# 1
This record from the Open Molecules 2025 dataset describes an isolated molecule of C9H22O2Si in a non-equilibrium geometry. The level of theory is ωB97M-V/def2-TZVPD.

```
34
C9H22O2Si | the Open Molecules 2025 dataset | ωB97M-V/def2-TZVPD
O -0.249 -1.178 -2.112
O -1.296 0.400 -0.005
C -0.823 -0.395 -3.098
C -2.660 -0.154 -0.122
C 1.606 1.578 1.717
C 0.946 3.052 -0.248
C -0.316 -1.277 2.164
C -0.414 -3.005 0.307
C 1.855 1.915 0.211
C 1.561 0.596 -0.630
C 0.179 -1.713 0.758
Si -0.001 -0.461 -0.599
H 0.050 -0.111 -3.785
H -1.622 -0.994 -3.603
H -1.164 0.621 -2.746
H -3.006 -0.460 0.885
H -2.764 -1.044 -0.709
H -3.288 0.659 -0.498
H 1.955 2.370 2.301
H 0.565 1.516 1.935
H 2.064 0.638 2.016
H 0.689 3.098 -1.320
H -0.042 2.970 0.223
H 1.264 4.068 -0.021
H -1.346 -1.042 2.273
H 0.269 -0.465 2.646
H -0.214 -2.189 2.795
H 0.151 -3.603 -0.431
H -1.412 -2.730 -0.065
H -0.641 -3.677 1.110
H 2.906 2.156 0.042
H 2.343 -0.191 -0.632
H 1.588 0.999 -1.649
H 1.270 -1.948 0.889
```

Properties
- Multiplicity: 1
- Highest occupied orbital energy: -0.34263 hartree

Here are the Mulliken charges for atoms 1 to 6, given in e: -0.48 -0.32 -0.71 -0.81 -1.65 -1.42

# 2
This record from the Open Molecules 2025 dataset describes a structure of composition C20H27As2NO13Re in a non-equilibrium geometry. The level of theory is ωB97M-V/def2-TZVPD.

```
64
C20H27As2NO13Re | the Open Molecules 2025 dataset | ωB97M-V/def2-TZVPD
Re 1.614 0.013 -1.320
O 3.386 0.894 -2.531
C 3.246 0.458 -3.884
C 2.922 -1.034 -3.876
N 1.660 -1.280 -3.128
C 0.472 -0.983 -3.921
C -0.175 0.428 -3.567
O -1.097 0.820 -4.216
O 0.363 1.021 -2.555
C 1.684 -2.624 -2.537
C 2.649 -2.651 -1.283
O 3.254 -3.640 -1.001
O 2.665 -1.525 -0.629
H 4.274 0.675 -2.204
H 4.158 0.659 -4.451
H 2.430 1.047 -4.316
H 3.727 -1.570 -3.361
H 2.846 -1.426 -4.894
H -0.324 -1.708 -3.734
H 0.673 -0.966 -4.995
H 1.998 -3.393 -3.250
H 0.687 -2.879 -2.168
C -3.109 2.794 -2.403
O -2.385 1.910 -1.537
C -3.051 1.275 -0.595
O -4.207 1.394 -0.295
C -2.143 0.304 0.082
C -2.545 -0.591 0.997
As -3.272 0.030 2.724
C -3.941 1.864 2.583
C -1.311 0.387 2.993
C -0.277 0.455 2.145
As -0.239 0.689 0.194
C -0.057 2.630 0.183
C 1.099 0.564 2.701
O 1.381 0.439 3.855
O 1.997 0.748 1.711
C 3.358 0.839 2.166
C -1.132 0.941 4.414
O -1.078 2.142 4.409
O -1.173 0.183 5.452
C -1.362 -1.224 5.373
C -1.759 -1.806 1.340
O -1.941 -2.409 2.366
O -0.847 -2.135 0.429
C -0.106 -3.329 0.736
H -2.368 3.451 -2.851
H -3.855 3.360 -1.843
H -3.602 2.213 -3.184
H -4.848 1.867 1.978
H -3.208 2.560 2.180
H -4.211 2.192 3.591
H -0.805 3.113 0.817
H -0.131 3.002 -0.840
H 0.937 2.871 0.572
H 3.977 0.964 1.282
H 3.628 -0.074 2.698
H 3.467 1.687 2.844
H -0.766 -1.659 6.177
H -1.042 -1.634 4.409
H -2.422 -1.454 5.538
H 0.336 -3.695 -0.185
H -0.776 -4.081 1.152
H 0.680 -3.113 1.460
```

Properties
- Multiplicity: 4
- Total charge: +2
- Highest occupied orbital energy (alpha / beta): -0.52567 / -0.52462 hartree

Here are the Mulliken charges for atoms 1 to 6, given in e: 1.81 -0.58 -0.62 -0.54 -0.15 -0.66

# 3
This record from the Open Molecules 2025 dataset describes an isolated molecule of C4H7NO in a non-equilibrium geometry. The level of theory is ωB97M-V/def2-TZVPD.

```
13
C4H7NO | the Open Molecules 2025 dataset | ωB97M-V/def2-TZVPD
C -1.016 -0.165 -0.943
C -0.601 1.051 -1.292
C -0.784 -1.435 -0.306
C 0.465 -0.988 0.360
N 0.987 0.955 1.771
O 0.322 -0.370 1.554
H 0.478 1.542 -1.158
H -1.299 1.662 -1.908
H -1.600 -1.902 0.307
H -0.886 -2.281 -1.000
H 1.234 -0.529 -0.306
H 0.746 1.553 0.998
H 1.954 0.909 1.924
```

Properties
- Multiplicity: 1
- Highest occupied orbital energy (alpha / beta): -0.28434 / -0.27799 hartree

Here are the Mulliken charges for atoms 1 to 6, given in e: 0.03 -0.68 -0.21 -0.35 -0.39 -0.25